Record 1
Molecular formula: C60H66As3BF4N3O6PRbS2Sb
Method: DFT, ωB97M-V/def2-TZVPD

Last column: Löwdin charge in e.
Cartesian coordinates (Å):
Rb 1.380 0.334 -0.029  0.72
C 0.418 -2.143 -3.813  -0.32
As 0.359 -0.350 -3.014  1.02
C -1.587 -0.118 -3.297  -0.34
C 1.007 0.561 -4.655  -0.35
C 0.871 2.090 -4.843  -0.64
C -0.583 2.442 -5.177  -0.08
C 1.376 2.880 -3.622  -0.35
As 0.329 2.886 -1.925  1.12
C 1.603 4.139 -1.105  -0.30
C -0.983 4.286 -2.347  -0.31
C 1.791 2.413 -6.046  -0.39
As 1.921 4.141 -7.006  1.10
C 0.297 4.020 -8.111  -0.37
C 1.259 5.563 -5.822  -0.37
H -0.145 -2.184 -4.748  0.02
H -0.015 -2.845 -3.097  0.00
H 1.458 -2.416 -3.977  0.01
H -1.843 -0.098 -4.360  0.02
H -1.945 0.789 -2.806  0.01
H -2.094 -0.951 -2.816  -0.05
H 0.524 0.063 -5.503  0.07
H 2.065 0.284 -4.670  0.06
H -1.248 2.147 -4.370  0.04
H -0.906 1.927 -6.087  0.09
H -0.709 3.515 -5.325  0.05
H 1.534 3.923 -3.896  0.03
H 2.343 2.470 -3.318  0.06
H 1.809 4.963 -1.793  0.02
H 2.527 3.603 -0.881  0.00
H 1.178 4.525 -0.179  0.01
H -0.527 5.095 -2.923  0.01
H -1.339 4.668 -1.390  0.02
H -1.844 3.879 -2.874  0.01
H 1.563 1.724 -6.868  0.06
H 2.819 2.194 -5.749  0.06
H 0.347 3.120 -8.725  0.01
H 0.250 4.886 -8.773  0.00
H -0.605 3.984 -7.503  0.00
H 2.010 5.814 -5.074  0.01
H 0.329 5.308 -5.319  0.00
H 1.097 6.436 -6.456  0.01
O 3.816 1.517 -0.858  -0.28
N 3.397 0.823 -1.855  -0.14
N 3.686 -0.427 -1.829  -0.31
O 3.244 -1.249 -2.749  -0.19
C 4.517 -1.012 -0.800  -0.19
C 5.794 -0.513 -0.583  -0.02
C 6.614 -1.125 0.349  -0.10
C 6.153 -2.220 1.073  -0.10
C 4.876 -2.707 0.848  -0.07
C 4.053 -2.110 -0.100  -0.01
H 6.125 0.353 -1.140  0.11
H 7.614 -0.740 0.518  0.09
H 6.790 -2.688 1.814  0.09
H 4.493 -3.548 1.414  0.09
H 3.063 -2.499 -0.296  0.11
O 0.668 2.404 1.141  -0.53
P 0.722 2.685 2.604  0.80
C 2.400 2.569 3.296  -0.27
C 2.693 2.654 4.654  -0.09
C 4.002 2.518 5.098  -0.09
C 5.028 2.302 4.185  -0.09
C 4.744 2.236 2.827  -0.06
C 3.438 2.371 2.380  -0.05
C -0.561 1.855 3.562  -0.26
C -1.416 1.014 2.857  -0.05
C -2.485 0.409 3.504  -0.04
C -2.692 0.633 4.857  -0.07
C -1.859 1.499 5.558  -0.10
C -0.808 2.127 4.907  -0.09
C 0.281 4.437 2.879  -0.24
C -1.027 4.797 2.525  -0.05
C -1.424 6.123 2.588  -0.07
C -0.526 7.102 3.003  -0.10
C 0.773 6.754 3.343  -0.10
C 1.178 5.424 3.275  -0.08
H 1.904 2.822 5.377  0.09
H 4.219 2.574 6.158  0.09
H 6.046 2.179 4.534  0.09
H 5.533 2.061 2.106  0.11
H 3.226 2.310 1.317  0.08
H -1.277 0.857 1.793  0.09
H -3.163 -0.201 2.924  0.09
H -3.522 0.154 5.364  0.10
H -2.044 1.705 6.606  0.09
H -0.200 2.845 5.446  0.09
H -1.730 4.044 2.174  0.11
H -2.434 6.390 2.303  0.11
H -0.838 8.140 3.050  0.09
H 1.479 7.518 3.648  0.09
H 2.198 5.160 3.525  0.10
S -1.381 -1.524 -0.153  0.12
Sb -2.175 -3.608 -0.148  1.25
C -3.798 -3.588 -1.554  -0.34
C -3.542 -3.218 -2.876  -0.13
C -4.576 -3.112 -3.794  -0.08
C -5.884 -3.370 -3.400  -0.10
C -6.152 -3.734 -2.089  -0.10
C -5.113 -3.842 -1.169  -0.11
C -3.284 -4.112 1.581  -0.36
C -3.947 -3.069 2.221  -0.12
C -4.624 -3.308 3.411  -0.08
C -4.633 -4.585 3.960  -0.10
C -3.973 -5.626 3.317  -0.10
C -3.294 -5.390 2.128  -0.11
C -1.262 -5.388 -0.923  -0.30
C -2.047 -6.191 -1.749  -0.12
C -1.519 -7.341 -2.324  -0.10
C -0.197 -7.691 -2.088  -0.10
C 0.592 -6.890 -1.273  -0.08
C 0.066 -5.744 -0.691  -0.09
H -2.527 -2.995 -3.190  0.08
H -4.362 -2.813 -4.813  0.10
H -6.695 -3.270 -4.112  0.09
H -7.171 -3.924 -1.774  0.09
H -5.335 -4.122 -0.145  0.09
H -3.923 -2.068 1.794  0.09
H -5.134 -2.494 3.912  0.10
H -5.149 -4.768 4.895  0.09
H -3.976 -6.620 3.749  0.09
H -2.761 -6.197 1.636  0.10
H -3.078 -5.929 -1.949  0.09
H -2.141 -7.954 -2.965  0.10
H 0.220 -8.581 -2.545  0.09
H 1.626 -7.151 -1.088  0.10
H 0.703 -5.140 -0.065  0.09
O -0.212 -4.052 2.034  -0.38
S 1.035 -3.454 2.483  0.61
O 2.184 -4.323 2.346  -0.32
N 1.289 -2.011 1.866  -0.09
C 1.317 -1.069 2.825  -0.53
O 1.538 0.123 2.639  -0.11
C 1.048 -1.608 4.208  -0.11
C 1.009 -0.914 5.401  0.01
C 0.713 -1.626 6.557  -0.07
C 0.465 -2.998 6.509  -0.09
C 0.524 -3.694 5.306  -0.04
C 0.827 -2.965 4.174  -0.20
H 1.198 0.153 5.408  0.11
H 0.667 -1.110 7.509  0.10
H 0.218 -3.529 7.421  0.09
H 0.329 -4.759 5.257  0.12
F -3.676 3.075 1.387  0.06
B -3.717 2.175 0.279  -1.24
F -2.488 2.268 -0.412  0.07
F -4.781 2.525 -0.573  0.08
F -3.902 0.860 0.770  0.07

The spin multiplicity is 1. As for the HOMO-LUMO gap: 6.22 eV. The total charge is -2. Its highest occupied orbital energy is -2.63 eV.


Record 2
Molecular formula: C41H43BrKN6OS2
Method: DFT, ωB97M-V/def2-TZVPD

Last column: Mulliken spin population.
Cartesian coordinates (Å):
K 0.874 -0.032 0.636  -0.01
N 4.431 -3.817 2.257  0.00
C 3.355 -2.992 1.988  0.00
S 3.680 -1.521 1.217  0.00
N 2.216 -3.531 2.439  0.00
N 1.117 -2.813 2.190  0.00
C 0.007 -3.282 2.662  0.00
C -0.089 -4.505 3.508  0.00
C -0.953 -5.541 3.159  0.00
C -1.060 -6.682 3.944  0.00
C -0.304 -6.802 5.100  0.00
C 0.563 -5.775 5.459  0.00
C 0.673 -4.642 4.669  0.00
C -1.240 -2.580 2.293  0.00
C -2.420 -2.722 3.034  0.00
C -3.564 -2.061 2.619  0.00
C -3.517 -1.263 1.486  0.00
C -2.300 -1.155 0.826  0.00
N -1.204 -1.799 1.207  0.00
H 5.248 -3.621 1.705  0.00
H 4.186 -4.786 2.399  0.00
H -1.544 -5.451 2.255  0.00
H -1.733 -7.478 3.648  0.00
H -0.384 -7.690 5.716  0.00
H 1.163 -5.863 6.357  0.00
H 1.364 -3.854 4.933  0.00
H -2.429 -3.338 3.923  0.00
H -4.483 -2.164 3.184  0.00
H -4.385 -0.725 1.128  0.00
H -2.168 -0.518 -0.044  0.00
C -1.032 -0.629 -7.752  0.00
C 0.058 0.269 -7.148  0.00
C 1.417 -0.280 -7.582  0.00
C -0.087 1.683 -7.732  0.00
C -0.085 0.311 -5.628  0.00
C 0.903 -0.118 -4.752  0.00
C 0.705 -0.064 -3.386  0.01
Br 2.134 -0.631 -2.258  0.00
C -0.488 0.392 -2.756  0.01
O -0.644 0.378 -1.491  -0.01
C -1.480 0.887 -3.685  0.00
C -1.255 0.812 -5.048  0.00
C -2.797 1.454 -3.144  0.00
C -3.618 0.308 -2.538  0.00
C -3.653 2.104 -4.238  0.00
C -2.535 2.534 -2.082  0.00
H -0.952 -0.660 -8.845  0.00
H -2.027 -0.265 -7.493  0.00
H -0.939 -1.647 -7.368  0.00
H 1.483 -0.283 -8.673  0.00
H 1.563 -1.303 -7.230  0.00
H 2.234 0.332 -7.194  0.00
H 0.022 1.666 -8.821  0.00
H 0.674 2.344 -7.314  0.00
H -1.063 2.110 -7.495  0.00
H 1.850 -0.496 -5.111  0.00
H -2.029 1.172 -5.715  0.00
H -3.853 -0.434 -3.307  0.00
H -4.558 0.682 -2.118  0.00
H -3.050 -0.186 -1.754  0.00
H -4.028 1.372 -4.958  0.00
H -3.095 2.870 -4.782  0.00
H -4.517 2.586 -3.772  0.00
H -1.897 2.152 -1.290  0.00
H -3.485 2.874 -1.655  0.00
H -2.040 3.396 -2.537  0.00
N 3.056 2.796 1.832  -0.07
C 3.172 2.513 3.138  0.47
C 4.552 2.423 3.573  -0.02
C 5.635 2.159 2.705  0.14
C 6.927 2.042 3.184  -0.08
C 7.201 2.194 4.541  0.16
C 6.146 2.450 5.415  -0.08
C 4.850 2.549 4.944  0.12
H 5.435 2.024 1.649  0.03
H 7.735 1.823 2.493  0.00
H 8.215 2.101 4.913  0.02
H 6.342 2.565 6.477  0.00
H 4.025 2.729 5.624  0.00
C -3.675 4.423 3.599  0.00
C -2.584 3.478 3.178  0.00
C -1.506 3.905 2.417  0.00
C -0.541 2.989 2.020  0.00
N -0.593 1.698 2.336  0.00
C -1.623 1.288 3.073  0.00
C -2.630 2.129 3.515  0.00
H -3.339 5.459 3.544  0.00
H -4.002 4.218 4.619  0.00
H -4.544 4.319 2.945  0.00
H -1.409 4.943 2.123  0.00
H 0.300 3.309 1.415  0.00
H -1.644 0.231 3.323  0.00
H -3.444 1.732 4.110  0.00
S 2.198 3.691 -0.677  0.14
C 2.810 3.131 0.726  0.18

The spin multiplicity is 2. As for the HOMO-LUMO gap (spin up / spin down): 4.45 / 5.35 eV. The total charge is -2. The value obtained for the relative energy (zero: lowest compared OMol25 entry of this formula, charge and spin) is 3.1 kcal per mole. Its highest occupied orbital energy (spin up / spin down) is -0.66 / -1.57 eV.


Record 3
Molecular formula: C6H11N
Method: DFT, ωB97M-V/def2-TZVPD

Last column: Mulliken spin population.
Cartesian coordinates (Å):
C -0.826 2.122 0.813  0.00
N -0.925 0.779 0.137  0.21
C 0.128 0.021 -0.173  0.17
C 0.018 -1.369 -0.449  0.43
C -1.272 -2.078 -0.540  0.01
C 2.449 0.066 0.076  0.06
C 1.391 0.709 -0.445  0.01
H -1.819 2.550 0.917  0.00
H -0.144 2.776 0.272  0.00
H -0.342 1.935 1.764  0.01
H -1.685 0.239 0.549  -0.01
H 0.867 -1.889 -0.845  0.02
H -2.102 -1.605 -1.092  0.02
H -1.656 -2.276 0.480  0.05
H -1.204 -3.020 -1.072  0.00
H 3.426 0.415 0.267  0.01
H 2.359 -0.968 0.384  0.01
H 1.336 1.592 -1.044  0.00

The spin multiplicity is 2. As for the HOMO-LUMO gap (spin up / spin down): 9.88 / 8.05 eV. The total charge is +1. The value obtained for the relative energy (zero: lowest compared OMol25 entry of this formula, charge and spin) is 19.1 kcal per mole. Its highest occupied orbital energy (spin up / spin down) is -13.66 / -14.51 eV.